The following is a DFT calculation (the ωB97M-V functional and the def2-TZVPD basis) of C55H40ClCuN4O6 as an isolated structure.

Computed properties:
LUMO level (spin up / spin down) ... 2.1 / 2.1 eV
⟨S²⟩ ... 0.75
Multiplicity ... 2
Gap between HOMO and LUMO (spin up / spin down) ... 0.1837 / 0.1835 Ha
Charge ... -1
HOMO level (spin up / spin down) ... -2.9 / -2.9 eV

The geometry in XYZ format:
```
107
Properties=species:S:1:pos:R:3:mulliken_charge:R:1
Cu -0.4556 -0.0918 0.2835 -1.14
C 4.3968 -5.0655 -6.7299 -0.87
O 4.4256 -5.3299 -5.3470 -0.46
C 3.6686 -4.5139 -4.5465 0.99
C 3.8998 -4.6062 -3.1775 -0.87
C 3.1791 -3.8242 -2.2971 -0.55
C 2.2010 -2.9249 -2.7395 -0.39
C 1.9823 -2.8576 -4.1114 -0.62
C 2.7086 -3.6304 -5.0129 -0.60
C 1.4490 -2.0835 -1.7716 -0.25
C 1.5915 -0.7105 -1.8150 0.31
C 2.4082 -0.0067 -2.7994 -1.38
C 2.6009 1.2408 -2.3762 -1.41
C 1.9288 1.4237 -1.0542 2.41
N 1.1643 0.1651 -0.8641 0.62
C 1.2121 2.7323 -0.9433 -0.65
C 0.0626 2.8856 -0.2407 0.94
C -0.4609 4.1986 0.1353 -1.27
C -1.4675 3.9935 0.9917 -1.55
C -1.6504 2.5491 1.1171 0.37
C -2.6162 1.9698 1.9092 0.85
C -3.5374 2.8440 2.6817 -0.45
C -4.3658 3.7748 2.0633 -0.84
C -5.2275 4.5914 2.7900 -0.44
C -5.2859 4.4729 4.1691 0.94
O -6.1054 5.2164 4.9779 -0.47
C -7.0138 6.0811 4.3401 -0.83
C -4.4679 3.5468 4.8106 -0.81
C -3.6125 2.7495 4.0769 -0.34
C -2.7878 0.5587 2.0458 0.89
N -1.9871 -0.4012 1.5264 0.30
C -2.5355 -1.6199 1.8844 0.68
C -2.0257 -2.8775 1.5476 0.63
C -2.7613 -4.0752 2.0274 -0.38
C -3.0003 -4.3123 3.3754 -0.80
C -3.7462 -5.4040 3.8049 -0.41
C -4.2738 -6.2862 2.8751 1.00
O -5.0388 -7.3723 3.1877 -0.46
C -5.4075 -7.5342 4.5364 -0.85
C -4.0249 -6.0812 1.5210 -0.89
C -3.2832 -4.9928 1.1082 -0.41
C -0.9265 -3.0762 0.7155 0.40
C -0.3847 -4.3493 0.3789 -1.34
C 0.5762 -4.1380 -0.5653 -1.21
C 0.6518 -2.7230 -0.7766 1.04
N -0.2440 -2.0931 0.0207 0.12
C -3.7312 -1.3961 2.6212 -1.31
C -3.8909 -0.0448 2.7250 -1.38
N -0.7119 1.9089 0.3586 -0.22
C 1.8461 3.9115 -1.5808 0.02
C 3.1685 4.3112 -1.3143 1.36
C 3.7139 5.4306 -1.9207 -0.84
C 2.9689 6.1876 -2.8181 0.68
O 3.6082 7.2699 -3.3523 -0.47
C 2.8861 8.0376 -4.2880 -0.85
C 1.6708 5.8104 -3.1150 -0.99
C 1.1384 4.6851 -2.4936 -0.81
H 5.1553 -5.7034 -7.1786 0.25
H 4.6374 -4.0180 -6.9379 0.36
H 3.4233 -5.3023 -7.1711 0.31
H 4.6605 -5.2934 -2.8274 0.41
H 3.3851 -3.8906 -1.2384 0.71
H 1.2157 -2.1929 -4.4915 0.53
H 2.5003 -3.5439 -6.0716 0.34
H 2.7907 -0.4523 -3.7031 0.55
H 3.1102 2.0415 -2.8910 0.60
H -0.0395 5.1411 -0.1737 0.42
H -2.0395 4.7336 1.5248 0.52
H -4.3521 3.8539 0.9836 0.53
H -5.8500 5.3015 2.2617 0.35
H -7.6040 6.5417 5.1294 0.24
H -7.6813 5.5367 3.6644 0.34
H -6.4993 6.8658 3.7760 0.31
H -4.5231 3.4726 5.8896 0.41
H -2.9818 2.0335 4.5880 0.51
H -2.5879 -3.6353 4.1123 0.50
H -3.9052 -5.5521 4.8652 0.37
H -6.1010 -8.3717 4.5613 0.25
H -5.9066 -6.6432 4.9296 0.34
H -4.5447 -7.7654 5.1694 0.32
H -4.4343 -6.7848 0.8071 0.41
H -3.1167 -4.8296 0.0520 0.56
H -0.7014 -5.2913 0.7956 0.60
H 1.1779 -4.8818 -1.0578 0.57
H -4.3954 -2.1626 2.9825 0.51
H -4.7035 0.4834 3.1936 0.49
H 4.7514 3.9931 -0.2894 0.36
H 4.7266 5.7505 -1.6981 0.34
H 3.5454 8.8471 -4.5915 0.25
H 1.9775 8.4586 -3.8468 0.33
H 2.6127 7.4445 -5.1661 0.33
H 1.0665 6.3612 -3.8224 0.39
H 0.1280 4.3811 -2.7348 0.53
Cl 7.4787 -2.6095 0.3490 -0.26
C 6.1196 -1.5278 0.2972 0.53
C 5.0074 -1.7946 1.0770 -1.00
C 3.9215 -0.9377 1.0180 -0.16
C 3.9438 0.1849 0.1979 0.17
C 5.0821 0.4491 -0.5552 0.17
C 6.1713 -0.4088 -0.5156 -1.09
C 2.7744 1.1337 0.2517 0.28
O 3.9020 3.5694 -0.4430 -0.51
O 2.4106 1.5632 1.3206 -0.70
H 4.9984 -2.6621 1.7237 0.41
H 3.0343 -1.1348 1.6075 0.41
H 5.1272 1.3401 -1.1647 0.45
H 7.0515 -0.2167 -1.1146 0.41
```


The following is a DFT calculation (the ωB97M-V functional and the def2-TZVPD basis) of C55H42ClN3O8P2S3Sn as an isolated structure.

Computed properties:
LUMO level ... 3.4 eV
Gap between HOMO and LUMO ... 0.2159 Ha
Charge ... -2
HOMO level ... -2.5 eV

The geometry in XYZ format:
```
115
Properties=species:S:1:pos:R:3:mulliken_charge:R:1
Sn -0.5566 -0.5905 -1.4664 1.23
S -2.2912 -2.3333 1.2724 -0.52
P -2.9027 -0.4802 0.9298 1.88
C -2.8213 0.3411 -0.5239 -1.83
P -3.6180 -0.1913 -1.8892 1.98
S -2.3909 -1.2250 -3.1648 -0.73
C -4.2960 1.2186 -2.8202 -0.11
C -4.6022 1.1231 -4.1720 -0.78
C -5.1699 2.1993 -4.8355 -0.63
C -5.4300 3.3791 -4.1522 -0.45
C -5.1126 3.4837 -2.8058 -0.68
C -4.5427 2.4065 -2.1426 0.21
C -5.1081 -1.2210 -1.6068 0.40
C -6.3385 -0.6242 -1.3378 -0.37
C -7.4348 -1.3983 -0.9881 -0.69
C -7.3117 -2.7788 -0.9048 -0.49
C -6.0893 -3.3797 -1.1713 -0.65
C -4.9919 -2.6058 -1.5197 -0.47
C -1.8971 0.6411 2.0679 0.48
C -2.1514 0.7109 3.5420 -0.18
C -1.8300 1.9297 4.2733 -1.14
C -1.1772 2.9238 3.6522 -0.40
C -0.8870 2.8735 2.2350 -0.66
C -1.2669 1.8372 1.4750 -0.63
C -4.5612 -0.2397 1.6989 0.18
C -5.0991 1.0473 1.7487 -0.11
C -6.3669 1.2630 2.2641 -0.77
C -7.1236 0.1863 2.7158 -0.46
C -6.5997 -1.0955 2.6577 -0.63
C -5.3189 -1.3069 2.1596 -0.65
H -4.3666 0.2122 -4.7090 0.38
H -5.3846 2.1256 -5.8946 0.35
H -5.8563 4.2262 -4.6766 0.34
H -5.2901 4.4116 -2.2752 0.38
H -4.2514 2.4759 -1.1011 0.08
H -6.4396 0.4533 -1.3956 0.36
H -8.3830 -0.9205 -0.7721 0.40
H -8.1667 -3.3849 -0.6285 0.35
H -5.9830 -4.4553 -1.1008 0.45
H -4.0345 -3.0710 -1.7181 0.32
H -2.8727 0.0220 3.9658 0.49
H -2.1262 2.0014 5.3113 0.53
H -0.9097 3.8151 4.2065 0.44
H -0.4221 3.7323 1.7677 0.51
H -1.2002 1.8651 0.3947 0.45
H -4.5203 1.8777 1.3572 0.18
H -6.7723 2.2673 2.3016 0.40
H -8.1220 0.3501 3.1044 0.35
H -7.1904 -1.9393 2.9945 0.39
H -4.8939 -2.3026 2.1086 0.38
O -1.0274 -0.1143 2.9998 -0.20
C 0.6185 -0.1690 2.7751 1.24
O 0.8605 -0.0586 1.6387 -0.48
C 1.2965 -0.4605 3.9692 0.08
C 2.6396 -1.1393 3.8194 0.01
C 3.4786 -0.9875 5.0497 -1.18
C 2.9901 -0.5622 6.2190 -0.62
C 1.6121 -0.1499 6.3354 -0.77
C 0.8229 -0.0716 5.2106 0.19
N 1.0998 0.2960 7.5717 1.00
O -0.0704 0.6843 7.6409 -0.70
O 1.8441 0.2842 8.5550 -0.71
H 2.5130 -2.1917 3.5632 0.39
H 4.5117 -1.3035 4.9595 0.44
H 3.6163 -0.5127 7.0980 0.48
H -0.1600 0.3524 5.3155 0.54
S 0.2504 1.8163 -2.3733 -0.33
C -0.8370 2.4245 -3.5021 0.43
N -1.5538 2.8875 -4.2860 -0.69
C 8.4434 -4.3260 1.7946 -1.70
C 7.9952 -3.0126 2.3892 0.99
C 8.4057 -2.7157 3.6826 -0.87
C 8.0013 -1.5364 4.2876 -0.82
C 7.2005 -0.6579 3.5938 -0.73
C 6.7681 -0.9358 2.2888 0.18
N 5.9523 0.0576 1.7303 -0.24
C 5.2515 0.0048 0.4879 -0.64
C 5.8143 0.5692 -0.6480 -0.15
C 5.1365 0.5318 -1.8591 -0.72
C 3.8800 -0.0549 -1.9476 -0.65
C 3.3091 -0.6072 -0.8126 -0.90
C 3.9864 -0.5724 0.4004 1.35
C 3.3819 -1.2953 1.5582 0.38
O 3.3599 -0.5578 2.6880 -0.23
O 2.9574 -2.4173 1.4649 -0.70
C 7.1665 -2.1348 1.6673 0.80
C 6.7126 -2.5204 0.2790 -1.13
H 9.0311 -4.8834 2.5235 0.36
H 9.0610 -4.1818 0.9052 0.38
H 7.5950 -4.9470 1.5026 0.36
H 9.0323 -3.4191 4.2175 0.28
H 8.3110 -1.3018 5.2987 0.39
H 6.8884 0.2745 4.0506 0.48
H 5.4024 0.5140 2.4426 0.39
H 6.7942 1.0239 -0.5658 0.44
H 5.5906 0.9652 -2.7415 0.38
H 3.3445 -0.1035 -2.8879 0.57
H 2.3396 -1.0867 -0.8677 0.56
H 6.9334 -1.7476 -0.4555 0.28
H 5.6376 -2.7042 0.2394 0.27
H 7.2056 -3.4299 -0.0516 0.46
Cl -2.8797 -7.2417 -2.8009 -0.29
C -1.7133 -5.9464 -2.9838 0.56
C -1.5327 -5.0457 -1.9513 -1.13
C -0.6186 -4.0151 -2.1210 0.32
C 0.1110 -3.8879 -3.2962 0.30
C -0.0734 -4.8268 -4.3050 -0.47
C -0.9931 -5.8534 -4.1637 -0.66
C 1.1008 -2.7525 -3.5192 -0.10
O 2.0517 -2.9563 -4.2707 -0.74
O 0.8497 -1.6565 -2.9084 -0.28
H -2.0998 -5.1317 -1.0344 0.49
H -0.4811 -3.3137 -1.3066 0.39
H 0.5179 -4.7313 -5.2062 0.43
H -1.1558 -6.5740 -4.9539 0.40
```


The following is a DFT calculation (the ωB97M-V functional and the def2-TZVPD basis) of C55H43BrF4KN7O7S as an isolated structure at a distorted geometry.

Computed properties:
LUMO level ... 3.3 eV
Gap between HOMO and LUMO ... 0.2173 Ha
Charge ... -2
HOMO level ... -2.7 eV

The geometry in XYZ format:
```
119
Properties=species:S:1:pos:R:3:mulliken_charge:R:1
K -0.5326 -1.9862 2.1837 1.47
C -4.2954 3.5620 -1.9651 -1.80
C -3.9049 3.7723 -0.5594 1.51
C -4.6205 4.7993 0.2996 -1.49
O -3.7617 2.5272 0.0173 -0.30
C -2.8428 2.6092 1.0735 0.39
C -1.8606 3.5621 0.4381 0.16
O -2.5294 4.1924 -0.5749 -0.32
C -0.4680 2.9386 -0.0931 1.61
O -0.2428 1.8682 0.7946 -1.19
C -0.4984 2.6126 -1.5879 0.10
C -0.7415 3.6128 -2.5373 0.01
C -0.8238 3.2241 -3.8826 -1.12
C -0.6398 1.9138 -4.3784 -0.76
C -0.3206 0.9637 -3.4164 -0.88
C -0.1336 1.3469 -2.1041 1.06
C 0.7155 3.9166 0.1839 -0.61
C 2.0429 3.4672 0.2360 -0.30
C 3.1114 4.2818 0.4085 -0.24
C 2.9843 5.6269 0.5067 -0.88
C 1.6987 6.1557 0.2214 -0.74
C 0.5916 5.3506 -0.1504 0.12
C -2.3576 1.1763 1.4116 1.61
O -1.1674 0.8279 0.6961 1.28
C -1.9732 1.1302 2.9996 -0.14
C -1.6511 2.3337 3.9410 -0.76
C -1.2947 2.1134 5.2660 -0.49
C -1.5024 0.8450 5.8423 -0.60
C -1.7498 -0.2353 5.0277 -1.29
C -2.0714 -0.2278 3.5088 0.09
C -3.3321 0.1661 1.0942 -0.42
C -4.5593 -0.0726 1.6010 0.49
C -5.4053 -1.0455 1.5460 -1.12
C -4.8505 -2.0974 0.6793 -0.30
C -3.7931 -1.8773 -0.1137 -1.35
C -2.8507 -0.8596 0.1335 0.24
H -5.3573 3.3879 -1.9187 0.55
H -3.8010 2.7282 -2.5362 0.29
H -4.2761 4.5369 -2.5401 0.30
H -5.5943 4.3984 0.4194 0.44
H -4.5288 5.8030 -0.0541 0.38
H -4.1589 4.7396 1.3960 0.26
H -3.1187 3.1975 2.0252 -0.02
H -1.4725 4.5174 1.0452 0.48
H -0.8413 4.6351 -2.2560 0.48
H -0.9559 4.0793 -4.5193 0.47
H -0.7550 1.6674 -5.4934 0.30
H -0.1302 -0.1228 -3.6088 0.29
H 0.4701 0.7130 -1.4238 -0.46
H 2.2305 2.3306 0.4932 -0.11
H 4.0861 3.8628 0.4149 0.77
H 3.8259 6.2595 0.4486 0.20
H 1.6474 7.3136 0.2899 0.25
H -0.4377 5.9632 -0.2639 0.15
H -1.4826 3.3399 3.7594 0.31
H -0.8921 3.0243 6.1055 0.13
H -1.2914 0.8834 7.0253 0.17
H -1.9602 -1.1787 5.2433 0.76
H -2.5013 -1.4340 3.2104 0.07
H -4.8741 0.8775 2.1480 0.01
H -6.3292 -1.0667 2.0006 0.61
H -5.4522 -2.9441 0.2429 0.28
H -3.4163 -2.7857 -0.5491 0.60
H -1.6335 -0.9055 -0.1303 0.13
O -3.7358 -5.7349 -1.1341 -0.20
O -3.0646 -6.7925 -1.8925 -0.43
N 5.6211 8.2569 -0.0712 -0.12
C 5.5625 9.4318 -0.1351 -0.32
H 5.7350 7.1746 -0.3447 0.49
Br -3.3635 -3.8647 3.9399 -0.74
F 2.4847 0.7593 -3.9203 -0.39
C 3.4051 1.0250 -2.9872 -0.25
C 4.2434 2.1076 -3.0884 0.63
F 3.9949 2.9690 -4.1280 -0.39
C 5.0217 2.5420 -2.1017 1.54
C 5.0577 1.8025 -0.9391 0.72
C 4.3395 0.6279 -0.7803 -0.17
F 4.2972 -0.0698 0.3636 -0.37
C 3.4328 0.2328 -1.7954 1.09
C 2.5898 -0.9671 -1.5971 -0.38
C 1.7257 -1.0729 -0.4444 -0.44
N 1.1438 -1.0893 0.5537 -0.32
C 2.1771 -1.8282 -2.6851 0.01
N 1.9896 -2.5787 -3.5099 -0.74
F 5.9310 2.2382 -0.0175 -0.54
C 6.0032 3.5986 -2.3610 -1.15
C 6.0288 4.7112 -1.5295 0.42
N 6.0505 5.6658 -0.8374 -0.73
C 6.5295 3.7784 -3.6449 0.10
N 7.0201 4.0386 -4.7034 -0.72
C 0.9586 -5.6946 -2.9277 -1.39
C 1.1853 -5.6904 -1.4233 -0.56
C 0.2410 -4.7166 -0.7740 -0.58
N -1.0751 -5.1964 -0.6464 -0.23
C -1.6762 -5.2900 0.4932 0.30
S -3.3261 -5.8401 0.4704 0.00
N -1.2018 -4.9086 1.7592 0.97
C -0.0018 -5.0510 2.3589 -0.11
O 0.2989 -4.2563 3.2572 -0.73
C 0.9009 -6.1918 2.0105 0.76
C 0.3046 -7.3702 1.7147 -0.11
C 1.1374 -8.5279 1.7587 -0.67
C 2.4734 -8.4285 1.7730 -0.28
C 3.1028 -7.2030 1.9293 -0.49
C 2.3335 -6.0610 2.1439 -0.82
H 1.8971 -6.1211 -3.4931 0.32
H 0.9888 -4.8133 -3.4193 0.42
H 0.0011 -6.2438 -3.1624 0.21
H 2.2197 -5.4764 -1.3915 0.43
H 1.0364 -6.6701 -1.0397 0.19
H 0.1556 -3.8109 -1.4838 0.39
H 0.6023 -4.2468 0.0173 0.42
H -2.1536 -6.3361 -2.0047 0.42
H -1.9092 -4.4211 2.3499 -0.60
H -0.8016 -7.5102 1.8364 0.27
H 0.6585 -9.4904 1.7683 0.40
H 3.1084 -9.3658 1.7644 0.30
H 4.2792 -7.1606 2.0575 0.22
H 2.6719 -5.1848 2.3729 0.84
```


The following is a DFT calculation (the ωB97M-V functional and the def2-TZVPD basis) of C55H44BrN2O8P2S3Y as an isolated structure at a distorted geometry.

Computed properties:
LUMO level ... 4.0 eV
Gap between HOMO and LUMO ... 0.2325 Ha
Charge ... -2
HOMO level ... -2.3 eV

The geometry in XYZ format:
```
116
Properties=species:S:1:pos:R:3:mulliken_charge:R:1
Y 0.4876 -0.3427 0.0806 -2.50
C 2.8707 -1.1664 2.9915 -1.97
C 2.0687 -2.0448 2.0698 0.40
N 2.6300 -2.3308 0.9462 0.36
N 2.3010 -3.3982 0.1970 -0.59
C 2.0265 -3.3240 -1.0460 0.57
S 1.7504 -1.9148 -2.0122 -0.05
S 2.0993 -4.9064 -1.9037 -0.17
C 3.8028 -4.6698 -2.5721 -1.08
C 4.8149 -4.7989 -1.4761 0.62
C 5.2032 -6.0525 -1.0075 -0.46
C 6.0478 -6.1672 0.0837 -0.47
C 6.5146 -5.0266 0.7253 -0.51
C 6.1382 -3.7753 0.2629 -0.46
C 5.2920 -3.6626 -0.8307 0.04
C 0.8020 -2.6502 2.5267 1.40
C 0.6341 -3.0720 3.8415 -0.89
C -0.4972 -3.7668 4.2338 -0.99
C -1.4869 -4.0307 3.2916 -0.80
C -1.3739 -3.5672 1.9973 -1.05
C -0.2509 -2.8244 1.5843 0.60
O -0.1681 -2.3209 0.3824 1.80
H 3.7218 -0.7674 2.4418 0.27
H 3.2312 -1.7709 3.8293 0.53
H 2.2564 -0.3582 3.3841 0.26
H 3.8052 -3.6753 -3.0174 0.23
H 3.9215 -5.4291 -3.3450 0.59
H 4.8134 -6.9429 -1.4887 0.34
H 6.3289 -7.1491 0.4472 0.35
H 7.1625 -5.1175 1.5895 0.36
H 6.4808 -2.8788 0.7648 0.37
H 4.9676 -2.6845 -1.1687 0.14
H 1.4116 -2.8751 4.5701 0.28
H -0.6108 -4.0957 5.2598 0.33
H -2.3627 -4.6038 3.5785 0.39
H -2.1708 -3.7372 1.2825 0.45
O -0.2110 1.2508 4.0635 -0.81
C -0.0132 1.3559 2.8616 0.12
O 0.5270 0.4730 2.0963 -0.39
C -0.3753 2.6785 2.1380 -0.92
P 0.5789 2.6575 0.5574 2.72
C -0.2619 3.8908 -0.5232 0.09
C 0.4802 4.4106 -1.5871 -0.52
C -0.0988 5.2409 -2.5327 -0.58
C -1.4461 5.5625 -2.4425 -0.66
C -2.2024 5.0301 -1.4082 -0.53
C -1.6183 4.2042 -0.4567 -0.82
C 2.0098 3.7150 1.0965 0.09
C 3.2213 3.0898 1.3904 0.00
C 4.3384 3.8336 1.7486 -0.80
C 4.2646 5.2172 1.8040 -0.55
C 3.0590 5.8521 1.5347 -0.80
C 1.9415 5.1063 1.1929 -0.52
H -0.1798 3.5442 2.7672 0.69
H -1.4412 2.6278 1.9270 0.42
H 1.5300 4.1499 -1.6730 0.40
H 0.5019 5.6291 -3.3479 0.40
H -1.9037 6.2160 -3.1767 0.35
H -3.2617 5.2529 -1.3451 0.40
H -2.2359 3.7695 0.3160 0.25
H 3.2839 2.0112 1.3234 0.09
H 5.2732 3.3316 1.9679 0.42
H 5.1416 5.8018 2.0583 0.36
H 2.9926 6.9337 1.5809 0.40
H 1.0002 5.6042 0.9929 0.44
O -3.1982 1.6312 0.9739 -0.83
S -2.4331 0.6103 0.2887 1.65
O -1.9892 -0.5012 1.1021 -0.73
O -1.3111 1.1452 -0.5163 -0.71
C -3.5553 -0.0804 -0.9207 0.15
C -4.9153 0.1374 -0.7625 -0.53
C -5.8081 -0.4311 -1.6559 -0.83
C -5.3239 -1.2059 -2.7010 -0.72
C -3.9615 -1.4130 -2.8541 -0.37
C -3.0476 -0.8487 -1.9639 -1.15
P -1.2087 -1.1127 -2.0993 2.68
C -1.2976 -2.7735 -2.8952 0.66
C -1.2554 -3.0345 -4.2621 -0.26
C -1.3184 -4.3396 -4.7313 -0.75
C -1.4530 -5.3984 -3.8475 -0.65
C -1.5267 -5.1461 -2.4855 -0.31
C -1.4455 -3.8461 -2.0139 -0.59
C -0.9053 0.0341 -3.5109 0.38
C 0.1493 -0.1842 -4.4008 -0.27
C 0.4527 0.7512 -5.3782 -1.09
C -0.2736 1.9298 -5.4727 -0.84
C -1.3082 2.1659 -4.5810 -0.51
C -1.6250 1.2242 -3.6137 -0.86
H -5.2385 0.7582 0.0630 0.57
H -6.8737 -0.2756 -1.5388 0.37
H -6.0140 -1.6504 -3.4093 0.39
H -3.6013 -2.0306 -3.6661 0.48
H -1.1839 -2.2168 -4.9657 0.45
H -1.2691 -4.5220 -5.7992 0.41
H -1.4820 -6.4171 -4.2165 0.34
H -1.6263 -5.9684 -1.7872 0.41
H -1.4547 -3.6464 -0.9503 -0.05
H 0.7569 -1.0732 -4.2968 0.62
H 1.2780 0.5678 -6.0571 0.42
H -0.0221 2.6715 -6.2229 0.35
H -1.8678 3.0928 -4.6252 0.42
H -2.4147 1.4353 -2.9056 0.04
Br 5.6606 0.5719 -0.5801 -0.13
C 4.8394 1.4390 -2.0459 0.56
C 5.7023 1.9546 -3.0071 -0.72
C 5.1989 2.6007 -4.1213 -0.69
C 3.8302 2.7587 -4.2758 -1.55
C 2.9750 2.2488 -3.3185 -0.03
C 3.4532 1.5693 -2.1959 -0.33
C 2.3851 0.9702 -1.3045 1.43
O 2.6699 0.4776 -0.1871 -0.06
O 1.2124 0.9930 -1.7553 0.67
H 6.7696 1.8357 -2.8780 0.43
H 5.8805 2.9807 -4.8734 0.37
H 3.4286 3.2600 -5.1482 0.44
H 1.9010 2.3406 -3.4159 0.48
```


Ordered relative energy (zero: lowest compared OMol25 entry of this formula, charge and spin) results: 3.85 128.28 209.89 0.00; unit kcal per mole.